*a*
The following is a DFT calculation (the ωB97M-V functional and the def2-TZVPD basis) of an isolated ion of composition C3H11N2 and charge +1.

Charge = +1
HOMO level = -0.494 hartree
Gap between HOMO and LUMO = 9.57 eV

The geometry in XYZ format:
```
16
C3H11N2 the ωB97M-V functional and the def2-TZVPD basis
C 1.42807 0.46169 0.68466
C 0.31672 0.18087 -0.34185
N 0.86608 -0.75802 -1.45307
C -1.08345 -0.35435 0.48772
N -1.96802 0.81125 0.33869
H 1.23569 -0.21668 1.58294
H 1.21059 1.48730 1.09027
H 2.42021 0.24137 0.26352
H -0.11374 1.18806 -0.77291
H 1.86598 -0.79189 -1.68171
H 0.27547 -0.93280 -2.24769
H 0.70393 -1.69469 -0.74164
H -1.43037 -1.14152 -0.06673
H -0.86120 -0.59211 1.56314
H -2.85309 0.66478 0.02741
H -2.01288 1.44676 1.26724
```

Atomic partial charges in e from the Löwdin method, atoms 1 to 2: number 1, C, carries -0.0669; number 2, C, carries -0.3056



*b*
The following is a DFT calculation (the ωB97M-V functional and the def2-TZVPD basis) of an isolated ion of composition C3H11N2 and charge +1.

Charge = +1
HOMO level = -0.546 hartree
Gap between HOMO and LUMO = 11.81 eV

The geometry in XYZ format:
```
16
C3H11N2 the ωB97M-V functional and the def2-TZVPD basis
C -1.27052 -0.56543 0.32196
N 0.21011 -0.49027 0.22229
C 0.92336 -0.32290 1.46466
C 0.48404 0.73203 -0.65756
N -0.19818 0.55804 -1.82854
H -1.53474 0.23639 1.02580
H -1.67918 -0.31660 -0.57573
H -1.55499 -1.47602 0.75952
H 0.54889 -1.33278 -0.35464
H 0.46870 0.50337 1.99941
H 0.72933 -1.25686 1.94649
H 1.99368 -0.14543 1.12587
H 0.14150 1.48685 -0.02756
H 1.47356 0.65495 -0.80034
H 0.36728 0.68529 -2.66718
H -1.10284 1.04936 -1.95446
```

Atomic partial charges in e from the Löwdin method, atoms 1 to 2: number 1, C, carries 0.0276; number 2, N, carries -0.2161



*c*
The following is a DFT calculation (the ωB97M-V functional and the def2-TZVPD basis) of a 2-piece molecular cluster, C3H11N2 overall.

Charge = +1
HOMO level = -0.551 hartree
Gap between HOMO and LUMO = 10.99 eV

The geometry in XYZ format:
```
16
C3H11N2 the ωB97M-V functional and the def2-TZVPD basis
C 1.29280 0.30524 1.71817
C 2.16432 -0.94401 1.47868
H 1.90251 1.20126 1.62974
H 0.79943 0.29587 2.68420
H 0.55467 0.36898 0.91418
H 3.19078 -0.76735 1.78899
H 1.83069 -1.82419 2.01771
H 2.15494 -1.17997 0.41718
N -1.00234 1.18161 -1.34550
C -1.58062 0.02464 -1.28122
N -2.60687 -0.33014 -2.04733
H -1.16197 1.87808 -2.06138
H -0.31349 1.48189 -0.67057
H -1.40772 -0.71084 -0.50215
H -2.97331 -1.25616 -1.92436
H -2.84382 0.27509 -2.81633
```

Atomic partial charges in e from the Löwdin method, atoms 1 to 2: number 1, C, carries -0.1511; number 2, C, carries -0.1504



*d*
The following is a DFT calculation (the ωB97M-V functional and the def2-TZVPD basis) of a 2-piece molecular cluster, C3H11N2 overall.

Charge = +1
HOMO level = -0.517 hartree
Gap between HOMO and LUMO = 6.57 eV

The geometry in XYZ format:
```
16
C3H11N2 the ωB97M-V functional and the def2-TZVPD basis
C 1.33030 1.63020 1.14318
C -1.19586 -0.41130 0.32058
C -1.10553 -1.20880 -0.90894
N 0.21863 -1.61832 -1.30158
N 0.81306 0.99143 -0.08008
H 2.30191 2.05171 0.88865
H 1.37784 0.89442 1.93856
H -0.88785 -0.86262 1.26106
H -2.02127 0.28913 0.38477
H -1.54991 -0.62727 -1.72785
H -1.71830 -2.11845 -0.87001
H 0.96185 -0.98046 -1.06079
H 0.45508 -2.58554 -1.14794
H -0.01938 0.43040 0.28665
H 0.34467 1.69598 -0.65689
H 0.69476 2.42951 1.53063
```

Atomic partial charges in e from the Löwdin method, atoms 1 to 2: number 1, C, carries -0.0942; number 2, C, carries 0.1702



Most stable structure: *c*



*a*
The following is a DFT calculation (the ωB97M-V functional and the def2-TZVPD basis) of one molecule with the formula C4H5NO.

HOMO level = -0.292 hartree
Gap between HOMO and LUMO = 8.61 eV

The geometry in XYZ format:
```
11
C4H5NO the ωB97M-V functional and the def2-TZVPD basis
C -1.96036 0.18023 0.00280
C -0.79582 0.51423 -0.55419
C 0.60728 0.36783 -0.14881
O 1.36001 1.43055 0.25881
C 0.84615 -0.86311 0.23945
N 1.28190 -1.92241 0.53338
H -2.03468 -0.60504 0.74948
H -2.89181 0.59933 -0.36464
H -0.69577 1.37929 -1.24864
H 2.21160 1.10515 0.60008
H 2.07149 -2.18604 -0.06773
```

Atomic partial charges in e from the Löwdin method, atoms 1 to 2: number 1, C, carries 0.0333; number 2, C, carries -0.1430



*b*
The following is a DFT calculation (the ωB97M-V functional and the def2-TZVPD basis) of one molecule with the formula C4H5NO.

HOMO level = -0.349 hartree
Gap between HOMO and LUMO = 10.47 eV

The geometry in XYZ format:
```
11
C4H5NO the ωB97M-V functional and the def2-TZVPD basis
C 1.12503 -1.32817 -0.31504
C 1.31865 -0.03989 -0.18505
N 1.09492 1.16722 -0.09118
C -0.39896 1.26288 -0.06157
C -1.05000 0.00713 0.50393
O -1.97769 -0.55166 -0.02499
H 1.16124 -1.99291 0.53546
H 0.83711 -1.70570 -1.28836
H -0.72718 2.11489 0.53555
H -0.73905 1.39532 -1.09063
H -0.64408 -0.32910 1.48187
```

Atomic partial charges in e from the Löwdin method, atoms 1 to 2: number 1, C, carries 0.0087; number 2, C, carries -0.2152



Most stable structure: *b*



*a*
The following is a DFT calculation (the ωB97M-V functional and the def2-TZVPD basis) of C27H38AsBN12OS5W as an isolated structure.

2S+1 = 4
Charge = +1
HOMO level (alpha / beta) = -0.389 / -0.390 hartree
Gap between HOMO and LUMO (alpha / beta) = 7.56 / 5.84 eV

The geometry in XYZ format:
```
86
C27H38AsBN12OS5W the ωB97M-V functional and the def2-TZVPD basis
W -0.23555 -0.10155 -0.05712
C 1.19672 1.81807 -3.18459
C 1.88784 1.81139 -1.86225
C 3.03912 2.55211 -1.59346
C 3.32975 2.31979 -0.27063
N 2.40834 1.48557 0.22227
N 1.51504 1.15176 -0.74571
B 2.38541 0.93035 1.67535
N 2.37880 -0.60218 1.57232
C 3.07877 -1.49790 2.27832
C 2.78192 -2.75467 1.80325
C 1.84614 -2.56016 0.78735
C 1.21408 -3.63480 -0.02589
N 1.60749 -1.24076 0.65213
N 1.05834 1.35770 2.33651
C 0.83199 1.95198 3.51391
C -0.53015 2.07713 3.68748
C -1.10933 1.51240 2.55513
C -2.56055 1.42524 2.23929
N -0.13339 1.07051 1.73741
N 3.60896 1.44922 2.37831
C 4.89235 1.00945 2.24209
C 5.71970 1.95902 2.77114
C 4.85614 2.99300 3.20622
C 5.23438 4.29211 3.83473
N 3.59963 2.68061 2.95403
H 1.94895 1.87234 -3.97085
H 0.56505 2.70287 -3.28161
H 0.59435 0.93150 -3.33825
H 3.57519 3.17420 -2.28876
H 4.13367 2.70116 0.33657
H 3.72343 -1.18748 3.08257
H 3.18055 -3.69148 2.15102
H 1.17339 -4.55482 0.55460
H 1.80955 -3.82684 -0.92022
H 0.20456 -3.37646 -0.33069
H 1.65492 2.26921 4.12637
H -1.04520 2.52628 4.51834
H -3.09331 2.19814 2.79178
H -2.96999 0.46009 2.54458
H -2.75190 1.55262 1.17790
H 5.12506 0.07058 1.76734
H 6.79293 1.92854 2.85264
H 6.20111 4.20942 4.32696
H 4.48436 4.60018 4.56090
H 5.30645 5.07374 3.07679
S -2.76331 -4.11093 -0.32985
As -2.79299 -2.26729 0.71100
S -0.94738 -1.79639 1.76488
S -2.70456 -0.50490 -0.61694
S -4.55652 -2.36302 1.87934
C -2.30376 -2.05280 -3.68824
N -1.07157 -2.70645 -4.08159
C -1.27574 -3.93616 -4.84038
C 0.12148 -2.33734 -3.61843
S 0.40682 -1.33463 -2.24661
N 1.21400 -2.75811 -4.29160
C 1.21849 -2.81975 -5.75140
C 2.55015 -2.72573 -3.70961
H -2.92473 -1.90596 -4.57528
H -2.08555 -1.09368 -3.24060
H -2.85393 -2.65709 -2.96620
H -2.07901 -4.49654 -4.36094
H -0.37892 -4.54817 -4.83685
H -1.56826 -3.72312 -5.86996
H 0.27838 -2.45944 -6.15844
H 1.40411 -3.83423 -6.10710
H 2.01821 -2.17548 -6.12128
H 2.50820 -2.94030 -2.64813
H 3.02445 -1.75054 -3.84721
H 3.14857 -3.48947 -4.20604
N -3.47431 1.76774 -4.45576
C -2.87219 2.93680 -4.10803
O -2.82861 3.90618 -4.83175
C -2.19255 2.96273 -2.76555
C -1.93442 4.19475 -2.17623
C -1.23282 4.21679 -0.98312
C -0.79878 3.02664 -0.43341
N -1.05247 1.83065 -0.98522
C -1.73262 1.82142 -2.14050
H -3.97921 1.77542 -5.32743
H -3.75167 1.08324 -3.77363
H -2.26186 5.10121 -2.66764
H -1.00826 5.14331 -0.47490
H -0.22481 3.03931 0.48179
H -1.89263 0.85161 -2.58961
```

Atomic partial charges in e from the Löwdin method, atoms 1 to 2: number 1, W, carries 1.1114; number 2, C, carries -0.0356



*b*
The following is a DFT calculation (the ωB97M-V functional and the def2-TZVPD basis) of C27H38AsBN12OS5W as an isolated structure.

2S+1 = 4
Charge = +1
HOMO level (alpha / beta) = -0.378 / -0.378 hartree
Gap between HOMO and LUMO (alpha / beta) = 6.11 / 5.02 eV

The geometry in XYZ format:
```
86
C27H38AsBN12OS5W the ωB97M-V functional and the def2-TZVPD basis
W 0.34582 0.25863 -0.33471
C 1.08304 0.18674 -3.99126
C -0.21281 -0.36362 -3.50013
C -1.27124 -0.81757 -4.28086
C -2.23849 -1.23374 -3.38940
N -1.78320 -1.04500 -2.14827
N -0.53340 -0.51058 -2.19730
B -2.47025 -1.41864 -0.80290
N -1.44527 -2.21042 0.04466
C -1.59400 -3.40249 0.62843
C -0.43732 -3.71054 1.30632
C 0.41984 -2.63568 1.10230
C 1.80931 -2.53930 1.63202
N -0.21044 -1.71299 0.33860
N -2.75753 -0.10826 -0.02296
C -3.91691 0.38116 0.43141
C -3.64957 1.54604 1.12380
C -2.26912 1.71367 1.06051
C -1.50196 2.82545 1.68868
N -1.72660 0.70275 0.36020
N -3.67613 -2.27087 -1.11390
C -3.60707 -3.48068 -1.73882
C -4.88014 -3.87439 -2.03563
C -5.70332 -2.82326 -1.56527
C -7.19220 -2.71583 -1.64715
N -4.97194 -1.86850 -1.02338
H 1.30793 -0.24454 -4.96514
H 1.89947 -0.04554 -3.31360
H 1.03138 1.27093 -4.11017
H -1.31535 -0.85487 -5.35593
H -3.21817 -1.64592 -3.56992
H -2.50912 -3.96130 0.53132
H -0.22990 -4.59459 1.88423
H 1.86690 -3.09302 2.56790
H 2.11075 -1.51804 1.82905
H 2.51812 -2.98200 0.93042
H -4.83327 -0.14093 0.21442
H -4.35818 2.18693 1.62273
H -2.17258 3.65050 1.92440
H -0.70704 3.19569 1.04349
H -1.03862 2.48006 2.61642
H -2.65975 -3.95662 -1.94151
H -5.18996 -4.78516 -2.52066
H -7.61169 -3.59471 -2.13109
H -7.48062 -1.83116 -2.21471
H -7.62611 -2.62403 -0.65129
S 4.53487 0.10264 2.19668
As 3.40487 0.89100 0.61839
S 1.41970 1.76070 1.18023
S 2.53831 -0.54352 -0.85956
S 4.66901 2.34150 -0.21514
C -2.57699 -0.57376 4.81061
N -1.53531 0.28781 5.34164
C -2.03081 1.42705 6.10906
C -0.29342 0.31314 4.76985
S -0.03219 -0.32735 3.22474
N 0.70785 0.84251 5.50039
C 0.69325 0.84057 6.96283
C 1.98237 1.16870 4.87855
H -3.25565 -0.83608 5.62390
H -2.13505 -1.48027 4.41080
H -3.14137 -0.08193 4.01111
H -2.95094 1.78943 5.64432
H -1.30466 2.23511 6.09988
H -2.25407 1.16125 7.14439
H -0.10942 0.21085 7.33284
H 0.58246 1.84506 7.37562
H 1.63836 0.42776 7.31617
H 1.84508 1.86074 4.05021
H 2.48547 0.27762 4.50002
H 2.61778 1.64526 5.62210
N -3.51298 4.22501 -1.40022
C -2.48144 4.70633 -2.13792
O -2.57170 5.66451 -2.87287
C -1.16219 4.00214 -1.96098
C 0.00618 4.75519 -2.03644
C 1.22270 4.10086 -1.94356
C 1.22923 2.74418 -1.70252
N 0.10394 2.02727 -1.51324
C -1.06498 2.64877 -1.73071
H -4.38844 4.71967 -1.45135
H -3.43262 3.45552 -0.75671
H -0.06327 5.82307 -2.19986
H 2.15919 4.62905 -2.05055
H 2.15952 2.19693 -1.71036
H -1.94802 2.02300 -1.71601
```

Atomic partial charges in e from the Löwdin method, atoms 1 to 2: number 1, W, carries 1.1553; number 2, C, carries -0.0288



Most stable structure: *b*



*a*
The following is a DFT calculation (the ωB97M-V functional and the def2-TZVPD basis) of C4H14N3 as an isolated structure.

Charge = +1
HOMO level (alpha / beta) = -0.523 / -0.461 hartree
Gap between HOMO and LUMO (alpha / beta) = 9.58 / 7.26 eV

The geometry in XYZ format:
```
21
C4H14N3 the ωB97M-V functional and the def2-TZVPD basis
C -2.58378 -0.44991 0.99351
C -2.11618 0.69814 0.11668
C -1.20845 0.20508 -1.02927
C 0.92427 -1.82504 -0.57232
N 0.84379 0.81876 -0.02349
N 0.15446 -0.00552 -0.70437
N 3.40573 0.43195 0.41203
H -3.11750 -1.18845 0.40358
H -1.74843 -0.93724 1.48708
H -3.26172 -0.07801 1.75642
H -1.60339 1.44666 0.72372
H -2.97752 1.18888 -0.33685
H -1.60774 -0.71399 -1.45899
H -1.20040 0.97346 -1.81587
H 0.48282 -2.36916 -1.39129
H 1.98701 -1.66620 -0.56593
H 1.92798 0.62605 0.17056
H 0.38816 1.62260 0.41021
H 3.68714 -0.52857 0.58029
H 3.93848 0.77778 -0.37947
H 3.68525 0.97271 1.22376
```

Atomic partial charges in e from the Löwdin method, atoms 1 to 2: number 1, C, carries -0.0950; number 2, C, carries -0.2261



*b*
The following is a DFT calculation (the ωB97M-V functional and the def2-TZVPD basis) of a 2-piece molecular cluster, C4H14N3 overall.

Charge = +1
HOMO level = -0.499 hartree
Gap between HOMO and LUMO = 10.43 eV

The geometry in XYZ format:
```
21
C4H14N3 the ωB97M-V functional and the def2-TZVPD basis
C 1.05753 -0.82070 1.22789
C 0.83060 1.59071 0.86173
C -1.56338 -1.25145 -0.07115
C 0.29382 0.24864 0.52023
N 1.00397 -0.44239 -1.55684
N -0.93081 0.02110 0.11753
N -1.73801 1.01399 -0.41493
H 2.13661 -0.53411 1.02582
H 0.98529 -1.67028 0.59102
H 0.84353 -0.84268 2.24227
H -0.00173 2.14865 1.27130
H 1.76995 1.68154 1.35709
H 0.90216 2.07557 -0.09304
H -1.86858 -1.31301 -1.17093
H -0.81236 -2.05909 0.07430
H -2.42058 -1.23931 0.64532
H 0.36118 -1.09580 -1.88222
H 1.94752 -0.87359 -1.93008
H -2.65979 1.31976 -0.08961
H -1.09874 1.79570 -0.49429
H 0.96180 0.24675 -2.23141
```

Atomic partial charges in e from the Löwdin method, atoms 1 to 2: number 1, C, carries -0.0049; number 2, C, carries 0.0114



Most stable structure: *b*